1.
This record from the Open Molecules 2025 dataset describes a structure of composition C36H40BN13O5RbS in a non-equilibrium geometry. The level of theory is ωB97M-V/def2-TZVPD.

Atoms and positions in Å:
Rb -0.164 -0.246 0.181
C 3.649 -0.849 1.224
C 3.193 0.494 1.699
C 3.893 1.718 1.654
C 3.020 2.634 2.195
N 1.895 1.974 2.547
N 1.996 0.672 2.239
B 0.601 2.656 3.027
N -0.019 3.359 1.778
C -0.674 4.541 1.710
C -0.883 4.841 0.382
C -0.309 3.765 -0.320
C -0.282 3.539 -1.799
N 0.205 2.884 0.527
N -0.375 1.642 3.678
C -0.785 1.642 4.968
C -1.595 0.548 5.155
C -1.621 -0.094 3.901
C -2.344 -1.350 3.538
N -0.881 0.575 3.033
N 0.985 3.655 4.141
C 2.005 3.503 5.019
C 1.800 4.370 6.064
C 0.590 5.024 5.751
C -0.153 6.040 6.557
N 0.107 4.571 4.606
H 4.683 -0.792 0.888
H 3.577 -1.589 2.023
H 3.026 -1.201 0.397
H 4.890 1.901 1.286
H 3.126 3.695 2.357
H -0.917 5.078 2.608
H -1.376 5.714 -0.012
H -0.370 4.487 -2.329
H 0.639 3.045 -2.102
H -1.113 2.900 -2.107
H -0.509 2.402 5.679
H -2.081 0.255 6.071
H -2.853 -1.752 4.412
H -3.081 -1.177 2.751
H -1.641 -2.105 3.176
H 2.797 2.794 4.842
H 2.428 4.524 6.926
H 0.488 6.460 7.330
H -0.523 6.845 5.923
H -1.016 5.578 7.041
O -4.571 -5.863 -3.094
C -3.450 -5.896 -3.849
O -3.259 -6.806 -4.605
C -2.482 -4.785 -3.629
C -1.127 -5.037 -3.810
C -0.186 -4.051 -3.579
C -0.590 -2.777 -3.168
C -1.956 -2.515 -3.018
C -2.889 -3.505 -3.255
N 0.298 -1.760 -2.859
C 1.267 -1.403 -3.579
C 2.214 -0.372 -3.116
C 3.452 -0.249 -3.741
C 4.347 0.699 -3.268
C 3.971 1.495 -2.201
C 2.710 1.304 -1.642
N 1.852 0.398 -2.088
H -4.559 -5.114 -2.486
H -0.831 -6.029 -4.130
H 0.871 -4.267 -3.684
H -2.252 -1.519 -2.717
H -3.942 -3.270 -3.147
H 1.460 -1.828 -4.574
H 3.710 -0.900 -4.567
H 5.321 0.807 -3.726
H 4.633 2.256 -1.810
H 2.383 1.896 -0.790
C -3.264 1.274 -3.792
O -3.659 1.815 -2.531
C -3.080 1.236 -1.458
O -2.268 0.337 -1.535
N -3.559 1.795 -0.325
N -3.007 1.449 0.906
H -3.889 1.762 -4.532
H -3.421 0.196 -3.816
H -2.212 1.484 -3.986
H -4.109 2.633 -0.434
H -3.731 1.412 1.608
H -2.280 2.097 1.197
O 0.553 -2.785 0.074
N 0.210 -3.993 -0.059
C 1.148 -4.935 -0.344
C 0.839 -6.267 -0.420
C -0.475 -6.694 -0.201
C -1.431 -5.746 0.070
C -1.113 -4.377 0.127
S -2.273 -3.181 0.425
H 2.145 -4.544 -0.479
H 1.626 -6.977 -0.634
H -0.738 -7.741 -0.246
H -2.456 -6.030 0.259

Output
⟨S²⟩: 0.82
Kohn-Sham gap (alpha / beta): 7.6055 / 5.3159 eV
calculated total energy: -2931.09243 a.u.
2S+1: 2

2.
This record from the Open Molecules 2025 dataset describes a cluster of 6 separate species, C36H40BN7O4 in total in a non-equilibrium geometry. The level of theory is ωB97M-V/def2-TZVPD.

Atoms and positions in Å:
C -3.209 -0.238 0.954
N -2.093 -0.327 -0.017
C -1.967 0.994 -0.705
B -0.880 -0.803 0.568
O -0.797 -1.156 1.915
C 0.464 -1.099 -0.223
C 1.212 -2.139 0.179
C 2.494 -2.447 -0.514
O 2.859 -3.585 -0.733
C 3.236 -1.248 -0.969
C 2.525 -0.198 -1.379
C 3.072 1.106 -1.878
C 4.444 1.456 -1.317
C 4.495 1.453 0.195
N 5.797 1.430 0.811
O 3.507 1.520 0.863
C 1.029 -0.327 -1.369
O 0.371 0.154 -2.266
H -3.010 0.591 1.627
H -3.358 -1.168 1.492
H -4.109 -0.003 0.387
H -1.051 1.508 -0.411
H -2.825 1.613 -0.463
H -1.901 0.869 -1.783
H -0.421 -0.451 2.449
H 0.927 -2.768 1.013
H 4.318 -1.257 -0.966
H 3.100 1.097 -2.968
H 2.376 1.896 -1.596
H 4.675 2.489 -1.598
H 5.246 0.858 -1.751
H 6.222 2.344 0.660
H 6.383 0.801 0.265
N -3.608 -4.381 -0.386
C -2.418 -3.847 -0.651
C -1.498 -4.410 -1.523
C -1.831 -5.593 -2.160
C -3.066 -6.163 -1.896
C -3.913 -5.519 -1.005
H -2.192 -2.912 -0.150
H -0.548 -3.927 -1.698
H -1.141 -6.060 -2.851
H -3.370 -7.086 -2.369
H -4.889 -5.934 -0.775
N 1.893 -2.917 3.127
C 1.820 -3.930 3.986
C 2.004 -3.790 5.354
C 2.286 -2.531 5.856
C 2.368 -1.466 4.973
C 2.161 -1.711 3.624
H 1.601 -4.901 3.555
H 1.929 -4.650 6.005
H 2.440 -2.382 6.917
H 2.590 -0.465 5.318
H 2.218 -0.904 2.899
N -2.846 3.242 2.426
C -1.985 2.769 3.326
C -1.498 3.509 4.390
C -1.924 4.821 4.529
C -2.818 5.331 3.602
C -3.249 4.502 2.576
H -1.676 1.738 3.182
H -0.801 3.068 5.089
H -1.565 5.434 5.346
H -3.176 6.349 3.663
H -3.946 4.868 1.831
N -2.968 6.979 0.180
C -3.432 7.806 -0.754
C -2.767 8.076 -1.941
C -1.551 7.454 -2.171
C -1.054 6.590 -1.209
C -1.799 6.387 -0.057
H -4.385 8.275 -0.538
H -3.195 8.756 -2.664
H -1.001 7.637 -3.085
H -0.110 6.080 -1.345
H -1.447 5.714 0.718
N 0.686 -4.050 -6.439
C 0.069 -3.144 -5.682
C 0.322 -2.971 -4.329
C 1.268 -3.786 -3.728
C 1.919 -4.734 -4.501
C 1.592 -4.824 -5.846
H -0.666 -2.527 -6.189
H -0.210 -2.215 -3.765
H 1.504 -3.679 -2.679
H 2.663 -5.390 -4.071
H 2.080 -5.552 -6.485

Output
Kohn-Sham gap: 8.0961 eV
calculated total energy: -2104.90793 a.u.

3.
This record from the Open Molecules 2025 dataset describes a structure of composition C36H40Br2N9O4SSiZr in a non-equilibrium geometry. The level of theory is ωB97M-V/def2-TZVPD.

Atoms and positions in Å:
Zr 0.337 0.605 0.183
Br -0.385 3.613 5.381
C 1.397 4.223 5.667
Br 2.092 5.467 4.423
H 2.022 3.353 5.572
H 1.521 4.621 6.616
N -1.466 0.877 2.791
C -2.506 1.398 3.415
C -3.133 2.296 2.525
C -2.413 2.183 1.395
N -1.365 1.295 1.520
H -0.766 0.276 3.214
H -2.755 1.188 4.449
H -4.084 2.799 2.560
H -2.628 2.689 0.464
O 1.664 -1.282 0.419
C 1.923 -1.140 1.677
N 1.251 -0.138 2.291
S 1.791 -0.040 3.903
O 2.366 1.244 4.122
O 0.791 -0.521 4.806
C 3.041 -1.292 3.741
C 3.909 -1.819 4.714
C 4.680 -2.895 4.304
C 4.531 -3.439 3.035
C 3.656 -2.981 2.094
C 2.951 -1.880 2.477
H 4.043 -1.498 5.757
H 5.254 -3.430 5.040
H 5.087 -4.313 2.810
H 3.552 -3.463 1.125
C -1.325 -3.604 -6.160
C -2.460 -3.521 -5.193
C -3.080 -4.702 -4.742
C -4.130 -4.625 -3.859
C -4.642 -3.411 -3.403
N -5.680 -3.407 -2.420
C -5.891 -2.632 -1.342
O -6.882 -2.774 -0.661
N -4.885 -1.673 -0.979
C -3.540 -2.073 -0.750
C -3.174 -3.395 -0.428
C -1.844 -3.627 -0.203
C -0.974 -2.571 -0.119
N -1.343 -1.286 -0.197
C -2.627 -1.042 -0.552
C -4.068 -2.266 -3.889
C -3.022 -2.316 -4.780
H -1.346 -2.741 -6.791
H -1.446 -4.511 -6.758
H -0.336 -3.638 -5.646
H -2.701 -5.692 -4.985
H -4.573 -5.532 -3.444
H -6.413 -4.102 -2.517
H -5.265 -1.031 -0.318
H -3.927 -4.131 -0.293
H -1.521 -4.657 -0.009
H 0.079 -2.729 0.058
H -3.027 0.002 -0.607
H -4.439 -1.281 -3.607
H -2.560 -1.404 -5.163
C -0.268 0.483 -4.455
C 0.300 0.219 -3.126
N 0.696 -0.039 -2.082
H 0.460 1.020 -5.079
H -1.125 1.128 -4.236
H -0.593 -0.463 -4.907
N -2.154 2.063 -1.734
C -1.289 1.681 -1.080
C 1.381 4.574 -2.010
Si 1.358 4.093 -0.209
C 2.831 4.816 0.540
C -0.158 4.645 0.685
N 1.440 2.293 -0.024
C 2.701 1.723 0.297
C 3.303 0.871 -0.577
C 4.508 0.308 -0.215
C 5.187 0.676 0.946
C 4.604 1.603 1.830
C 3.352 2.122 1.513
H 0.925 5.580 -2.169
H 0.953 3.889 -2.714
H 2.388 4.700 -2.328
H 2.882 5.923 0.228
H 3.753 4.378 0.136
H 2.793 4.929 1.620
H -0.167 5.733 0.913
H -0.183 4.115 1.638
H -1.072 4.325 0.157
H 2.876 0.646 -1.544
H 4.915 -0.457 -0.825
H 6.154 0.258 1.137
H 5.047 1.703 2.801
H 2.882 2.839 2.138

Output
net charge: +1
Kohn-Sham gap: 7.8780 eV
calculated total energy: -8072.34096 a.u.

4.
This record from the Open Molecules 2025 dataset describes a structure of composition C36H40GeN4OSV. The level of theory is ωB97M-V/def2-TZVPD.

Atoms and positions in Å:
V 0.669 -0.296 0.651
C 2.977 1.351 2.042
N 2.841 -0.046 1.625
C 3.938 -0.398 0.733
C 2.823 -0.909 2.810
C 1.505 -0.784 3.543
C 1.452 -0.975 4.920
C 0.232 -0.925 5.585
C -0.926 -0.687 4.853
C -0.852 -0.487 3.477
C 0.359 -0.513 2.773
H 3.925 1.488 2.594
H 2.136 1.627 2.674
H 2.949 1.986 1.161
H 4.914 -0.229 1.219
H 3.876 0.224 -0.161
H 3.852 -1.443 0.436
H 3.676 -0.684 3.474
H 2.961 -1.936 2.461
H 2.365 -1.165 5.480
H 0.187 -1.072 6.659
H -1.886 -0.655 5.360
H -1.775 -0.317 2.928
O -1.135 -0.902 -0.093
S -2.543 -1.553 0.277
C -2.636 -2.825 -1.022
C -1.334 -3.586 -1.270
C -0.882 -4.532 -0.155
C -0.218 -3.883 1.060
H -2.928 -2.331 -1.956
H -3.452 -3.497 -0.730
H -0.551 -2.859 -1.480
H -1.469 -4.173 -2.187
H -0.188 -5.269 -0.577
H -1.759 -5.096 0.191
H -0.806 -3.032 1.403
H -0.230 -4.606 1.889
C 0.579 1.362 0.138
Ge -0.537 2.279 -1.049
C -2.405 2.340 -0.402
C -3.490 2.679 -1.209
C -4.785 2.706 -0.700
C -5.010 2.386 0.633
C -3.940 2.035 1.446
C -2.650 2.012 0.930
C -0.723 1.549 -2.884
C -0.085 2.094 -3.996
C -0.205 1.510 -5.255
C -0.967 0.362 -5.418
C -1.603 -0.199 -4.316
C -1.482 0.389 -3.063
C -0.010 4.179 -1.327
C -0.661 5.040 -2.212
C -0.266 6.365 -2.358
C 0.798 6.858 -1.612
C 1.458 6.018 -0.725
C 1.055 4.694 -0.587
H -3.329 2.906 -2.260
H -5.618 2.962 -1.346
H -6.019 2.392 1.030
H -4.113 1.758 2.480
H -1.809 1.708 1.548
H 0.518 2.989 -3.882
H 0.302 1.950 -6.108
H -1.057 -0.101 -6.394
H -2.185 -1.107 -4.431
H -1.954 -0.069 -2.199
H -1.493 4.668 -2.802
H -0.788 7.014 -3.053
H 1.109 7.891 -1.723
H 2.288 6.397 -0.139
H 1.566 4.029 0.104
N 2.485 -5.447 1.552
C 2.177 -4.538 0.517
C 1.246 -3.406 0.912
N 1.442 -2.247 0.048
C 1.950 -2.497 -1.173
C 2.506 -3.675 -1.571
N 2.703 -4.703 -0.629
H 1.698 -5.642 2.153
H 2.879 -6.295 1.167
H 1.502 -3.127 1.944
H 1.943 -1.658 -1.867
H 2.917 -3.821 -2.558

Output
⟨S²⟩: 0.90
net charge: -2
Kohn-Sham gap (alpha / beta): 5.2253 / 5.4017 eV
calculated total energy: -5109.09833 a.u.
2S+1: 2

5.
This record from the Open Molecules 2025 dataset describes a structure of composition C36H40N7O4PRuSTe2 in a non-equilibrium geometry. The level of theory is ωB97M-V/def2-TZVPD.

Atoms and positions in Å:
Ru -0.511 0.005 -0.329
N 2.236 -1.950 2.914
C 1.576 -1.217 1.994
S -0.077 -1.689 1.671
N 2.211 -0.238 1.430
N 1.469 0.484 0.554
C 2.043 1.522 0.072
C 1.240 2.395 -0.749
C 1.761 3.532 -1.353
C 0.919 4.362 -2.067
C -0.428 4.039 -2.152
C -0.870 2.879 -1.548
N -0.060 2.065 -0.864
H 1.728 -2.590 3.496
H 3.139 -1.625 3.220
H 3.065 1.772 0.335
H 2.816 3.748 -1.254
H 1.304 5.250 -2.550
H -1.128 4.673 -2.678
H -1.912 2.586 -1.596
C -3.911 0.586 -0.978
Te -2.896 0.395 0.899
C -3.250 2.514 1.001
C -4.444 2.764 0.112
C -5.253 3.884 0.276
C -6.360 4.073 -0.534
C -6.670 3.141 -1.516
C -5.874 2.019 -1.680
C -4.761 1.824 -0.868
H -4.493 -0.313 -1.165
H -3.148 0.667 -1.755
H -2.357 3.041 0.664
H -3.449 2.811 2.028
H -5.024 4.602 1.055
H -6.994 4.937 -0.387
H -7.545 3.275 -2.137
H -6.131 1.275 -2.425
O -2.538 -2.068 -0.398
N -3.167 -2.960 -1.065
C -4.368 -3.208 -0.664
C -5.091 -4.234 -1.362
N -5.671 -5.059 -1.914
C -4.949 -2.507 0.450
N -5.286 -1.856 1.337
Te -0.116 -3.207 -0.715
C -1.187 -4.749 0.257
C -1.590 -5.776 -0.586
C -2.373 -6.804 -0.084
C -2.755 -6.795 1.250
C -2.341 -5.769 2.087
C -1.553 -4.736 1.593
C 1.727 -4.165 -0.345
C 2.548 -4.442 -1.432
C 3.729 -5.146 -1.240
C 4.091 -5.556 0.035
C 3.266 -5.281 1.119
C 2.082 -4.587 0.930
H -1.314 -5.770 -1.635
H -2.703 -7.597 -0.742
H -3.384 -7.586 1.636
H -2.637 -5.762 3.127
H -1.257 -3.928 2.247
H 2.256 -4.133 -2.430
H 4.360 -5.382 -2.087
H 5.012 -6.103 0.183
H 3.541 -5.619 2.109
H 1.420 -4.396 1.765
C -0.202 1.025 -5.933
C -0.571 1.359 -4.507
O 0.424 0.832 -3.599
P 0.041 -0.430 -2.676
O 1.523 -0.909 -2.270
C 2.619 -1.023 -3.217
C 3.491 0.210 -3.180
O -0.351 -1.521 -3.772
C -1.678 -2.099 -3.927
C -1.576 -3.211 -4.940
H -0.973 1.385 -6.614
H -0.100 -0.053 -6.056
H 0.746 1.493 -6.199
H -1.560 0.958 -4.257
H -0.599 2.434 -4.345
H 2.217 -1.210 -4.213
H 3.181 -1.898 -2.896
H 2.936 1.091 -3.500
H 4.342 0.070 -3.849
H 3.870 0.375 -2.170
H -2.365 -1.320 -4.266
H -2.027 -2.477 -2.967
H -1.264 -2.828 -5.912
H -2.545 -3.695 -5.051
H -0.849 -3.954 -4.610

Output
⟨S²⟩: 0.76
net charge: +1
Kohn-Sham gap (alpha / beta): 4.8017 / 4.8355 eV
calculated total energy: -3450.20602 a.u.
2S+1: 2